Here is a molecular structure, C28H45BCl2N7O3OsPSTe from the OMol25 dataset. Energies are from the ωB97M-V functional and the def2-TZVPD basis.

Highest occupied orbital energy = -12.27 eV
Orbital gap = 0.2222 Ha
Energy relative to the best compared isomer or geometry (same formula, charge and spin) = 7.3 kcal/mol
Lowest unoccupied orbital energy = -6.2 eV
Total charge = +2

The geometry in XYZ format:
```
90
Properties=species:S:1:pos:R:3:forces:R:3
Os -0.481762 -0.715394 -0.598823 -0.002 -0.258 0.152
C -3.428847 2.600149 -0.009985 0.023 -0.023 -0.050
C -1.925060 2.599087 0.288472 0.007 -0.009 -0.014
C -1.461220 3.997318 0.682736 0.000 0.008 0.017
C -1.632898 1.585030 1.347539 -0.172 0.003 -0.014
C -1.956397 1.681578 2.711122 0.078 0.008 -0.017
C -1.668741 0.442869 3.235053 -0.029 0.001 0.030
N -1.179216 -0.332600 2.256782 -0.140 -0.044 -0.025
N -1.171361 0.358012 1.090082 0.506 -0.146 -0.318
B -1.080657 -1.869101 2.238753 -0.041 -0.154 -0.132
N 0.327684 -2.306408 1.763261 0.067 -0.014 -0.023
C 1.182810 -3.248511 2.201813 -0.032 -0.012 -0.008
C 1.961736 -3.667286 1.142752 -0.088 -0.162 -0.032
C 1.477162 -2.964649 0.028831 -0.122 0.058 0.042
N 0.533988 -2.121087 0.446803 0.082 0.364 0.152
C 1.695826 -3.178774 -1.441239 0.101 -0.035 -0.026
C 0.497218 -2.650707 -2.229207 -0.116 0.028 0.111
C 3.028311 -2.643212 -1.958791 -0.055 0.006 -0.128
N -2.098178 -2.370676 1.181646 -0.038 0.093 0.022
C -3.121477 -3.221434 1.346663 0.026 -0.039 0.010
C -3.792907 -3.345263 0.153061 -0.046 0.027 -0.014
C -3.118846 -2.503610 -0.741233 0.062 -0.008 0.043
N -2.094892 -1.918671 -0.108384 -0.064 -0.069 -0.049
C -3.457823 -2.209766 -2.171827 -0.013 -0.016 0.002
C -4.383309 -0.990852 -2.253987 -0.028 -0.040 -0.015
C -4.100196 -3.416243 -2.852998 0.031 -0.013 -0.025
H -3.654246 3.276887 -0.837259 -0.014 0.023 0.040
H -3.993463 2.943792 0.858278 -0.001 -0.006 -0.005
H -3.786254 1.602493 -0.266260 -0.005 -0.021 -0.004
H -1.389281 2.285650 -0.604695 0.110 0.008 -0.051
H -1.953988 4.322753 1.601751 0.020 0.014 -0.014
H -1.714078 4.716685 -0.096466 0.002 -0.008 -0.006
H -0.382030 4.030797 0.831588 0.048 0.003 0.029
H -2.398203 2.523438 3.216781 0.024 -0.007 0.000
H -1.829968 0.034853 4.220304 0.025 0.008 -0.004
H -1.331291 -2.327494 3.314669 0.033 0.051 0.038
H 1.140493 -3.600322 3.219643 0.021 0.031 0.004
H 2.713170 -4.438462 1.150675 -0.012 0.004 0.009
H 1.702264 -4.262859 -1.587471 0.016 -0.008 0.052
H 0.463910 -1.527210 -2.208125 -0.088 0.163 0.073
H -0.436507 -3.109724 -1.906737 0.015 0.021 0.001
H 0.602782 -2.841726 -3.297902 0.029 0.047 -0.006
H 3.061238 -1.555082 -1.900137 -0.058 -0.084 -0.115
H 3.171815 -2.935898 -2.999577 0.005 0.005 0.001
H 3.860816 -3.049722 -1.383509 0.003 -0.005 0.002
H -3.295401 -3.686698 2.302833 -0.004 0.015 -0.003
H -4.654092 -3.957375 -0.048220 0.007 0.007 0.001
H -2.523677 -1.980213 -2.693460 0.019 0.037 0.025
H -5.380349 -1.253186 -1.895837 0.011 0.015 0.022
H -4.476525 -0.646289 -3.285372 -0.014 -0.018 0.005
H -4.012377 -0.168795 -1.642822 0.022 0.037 -0.007
H -5.063359 -3.652316 -2.398001 0.009 -0.007 -0.003
H -3.466812 -4.301576 -2.787824 -0.002 0.002 -0.003
H -4.280443 -3.202272 -3.906610 -0.004 0.004 0.009
C 2.796021 3.184067 -4.436311 0.021 0.033 0.028
C 2.616001 1.934080 -3.621530 0.016 -0.023 -0.008
O 2.461395 2.335061 -2.206588 0.002 0.031 0.044
P 2.527366 1.312857 -1.039971 -0.083 -0.308 -0.033
O 1.446409 0.308889 -0.903358 -0.088 0.255 0.062
Te 2.688123 2.845952 0.864986 -0.145 -0.229 0.270
O 3.930575 0.638811 -1.204599 0.150 0.098 -0.049
C 4.518670 -0.251476 -0.209993 -0.071 -0.020 0.094
C 5.869267 -0.679610 -0.717970 -0.012 0.004 0.006
H 2.931542 2.908271 -5.482209 -0.008 0.003 -0.004
H 3.678765 3.733072 -4.111462 0.006 -0.011 -0.010
H 1.925159 3.833180 -4.359311 0.030 -0.020 -0.021
H 3.481448 1.276264 -3.684626 0.011 0.002 0.007
H 1.714655 1.384042 -3.891486 -0.009 0.015 0.001
H 3.841956 -1.097181 -0.072499 0.069 0.111 0.102
H 4.597137 0.305850 0.726762 0.022 0.013 0.002
H 5.776031 -1.200172 -1.670188 -0.003 -0.009 -0.006
H 6.327948 -1.357189 0.002290 0.001 0.003 0.002
H 6.524986 0.179769 -0.849224 -0.004 -0.005 -0.003
Cl -1.375400 0.506622 -2.682540 -0.019 -0.053 -0.120
C -1.765744 2.181357 -3.235850 -0.071 -0.040 0.070
Cl -0.491417 3.340690 -2.918615 -0.058 -0.013 0.074
H -2.683322 2.479129 -2.742807 0.032 0.032 0.035
H -1.892613 2.082177 -4.306934 -0.056 -0.003 -0.007
S 1.926383 1.006777 2.318627 0.103 0.250 -0.226
C 1.478056 1.818846 3.791397 0.001 0.020 -0.035
N 1.419941 1.010913 4.873511 -0.043 -0.021 0.005
C 1.038602 1.418735 6.104181 0.012 -0.026 -0.014
C 0.709715 2.726210 6.314224 0.000 0.028 0.002
C 0.775941 3.603831 5.228522 0.009 0.001 -0.005
C 1.154081 3.158902 3.978463 -0.040 -0.005 0.019
H 1.667707 0.035717 4.747981 0.020 0.000 -0.001
H 1.031078 0.661686 6.874791 -0.005 -0.002 -0.006
H 0.416588 3.059935 7.298043 -0.001 -0.003 -0.005
H 0.520285 4.646640 5.365483 0.002 -0.006 -0.005
H 1.171571 3.837366 3.139677 -0.004 0.018 -0.049
```
Forces are in eV/Å.